Model i:
A single C3H4F2O molecule, computed with ωB97M-V/def2-TZVPD.

CARTESIAN COORDINATES (ANGSTROEM)
C 0.20 0.27 0.21
C -0.99 -0.67 0.08
O -1.89 -0.57 1.13
C -2.30 -0.01 0.01
F -2.56 1.30 0.03
F -3.35 -0.52 -0.65
H 1.22 -0.17 0.01
H 0.15 0.66 1.25
H -0.07 1.09 -0.49
H -1.14 -1.79 -0.28

Values from the calculation:
Highest occupied orbital energy in eV: -11.104
LUMO level in eV: 0.996
Charge: 0

Model ii:
A single C3H4F2O molecule, computed with ωB97M-V/def2-TZVPD.

CARTESIAN COORDINATES (ANGSTROEM)
F 1.59 0.94 -0.17
C 0.37 0.43 -0.44
F 0.16 0.72 -1.72
C 0.25 -1.07 -0.16
O -0.74 -0.76 0.82
C -0.70 0.67 0.63
H 1.12 -1.59 0.22
H -0.08 -1.60 -1.04
H -1.66 1.11 0.35
H -0.31 1.16 1.53

Values from the calculation:
Highest occupied orbital energy in eV: -10.507
LUMO level in eV: 1.024
Charge: 0

Model iii:
A single C3H4F2O molecule, computed with ωB97M-V/def2-TZVPD.

CARTESIAN COORDINATES (ANGSTROEM)
O 1.15 -0.64 -1.62
C 0.12 -0.06 -0.87
C 0.63 0.47 0.38
F -0.18 1.48 0.91
C -0.19 -0.81 0.36
F -1.40 -0.40 0.91
H 0.73 -1.14 -2.53
H -0.75 0.42 -1.40
H 1.63 0.44 0.72
H 0.01 -1.93 0.54

Values from the calculation:
Highest occupied orbital energy in eV: -10.058
LUMO level in eV: 0.430
Charge: 0

Which of them is most stable? Easy: model ii.

Model i:
A molecular structure, C20H20O5, computed with ωB97M-V/def2-TZVPD.

CARTESIAN COORDINATES (ANGSTROEM)
C 4.24 0.03 -0.86
C 2.93 -0.30 -1.57
C 2.58 -1.62 -1.79
C 1.51 -2.17 -2.54
C 0.32 -1.50 -2.02
C 0.18 -1.91 -0.57
C -0.87 -1.47 0.15
C -2.08 -0.59 -0.75
C -1.91 -0.50 -2.12
C -0.75 -1.00 -2.63
O -0.85 -1.02 -4.04
H 0.01 -1.32 -4.52
H -2.52 0.20 -2.63
O -3.16 -0.11 -0.03
C -3.07 0.19 1.25
C -2.01 1.12 1.83
C -2.03 1.70 3.19
C -1.23 2.56 3.62
C -0.55 3.24 2.76
C -0.34 2.69 1.46
C -1.22 1.87 0.85
H -1.14 1.34 -0.09
H 0.28 3.19 0.77
O 0.52 3.99 3.22
H 0.10 4.40 3.92
H -1.42 2.95 4.68
H -2.73 1.29 3.82
C -2.81 -1.27 2.00
C -1.19 -1.75 1.51
O -0.45 -2.25 2.29
H -3.49 -2.02 1.71
H -2.63 -1.05 2.99
H -4.11 0.34 1.65
O 1.10 -2.51 0.07
H 0.79 -2.61 1.03
H 1.36 -3.43 -2.44
H 1.48 -1.87 -3.73
H 3.51 -2.60 -1.34
C 2.07 0.69 -2.13
H 1.55 0.30 -3.08
H 2.76 1.62 -2.10
H 1.43 0.67 -1.31
H 4.04 0.63 -0.15
H 4.95 -0.76 -0.60
H 4.83 0.61 -1.74

Values from the calculation:
Highest occupied orbital energy in eV: -8.107
LUMO level in eV: 0.346
Charge: 0

Model ii:
A single C20H20O5 molecule, computed with ωB97M-V/def2-TZVPD.

CARTESIAN COORDINATES (ANGSTROEM)
C 4.57 -0.47 3.48
O 3.46 -1.27 3.21
C 3.08 -1.27 1.90
O 3.76 -0.73 1.05
C 1.73 -1.77 1.45
C 0.86 -2.15 2.71
C 2.02 -2.91 0.42
C 0.73 -3.58 0.00
C -0.13 -2.63 -0.85
C -0.04 -1.21 -0.44
C 0.75 -0.82 0.70
C 1.02 0.51 1.02
C 0.30 1.52 0.36
C -0.60 1.13 -0.71
C -0.79 -0.20 -1.12
C -1.76 -0.52 -2.20
O -2.11 -1.70 -2.48
C -2.39 0.59 -2.91
O -2.84 0.49 -3.97
C -2.26 1.95 -2.34
C -1.36 2.17 -1.31
O -1.19 3.50 -0.91
C -2.05 4.22 -1.83
C -3.03 3.31 -2.40
C -4.39 3.27 -1.55
H 4.50 -0.12 4.54
H 5.57 -0.87 3.35
H 4.52 0.45 2.88
H 1.42 -2.89 3.24
H 0.82 -1.30 3.44
H -0.19 -2.56 2.35
H 2.69 -3.66 0.94
H 2.72 -2.51 -0.44
H 0.90 -4.42 -0.68
H 0.27 -4.00 0.90
H 0.12 -2.78 -1.93
H -1.16 -2.98 -0.73
H 1.61 0.78 1.93
H 0.44 2.59 0.64
H -2.63 5.09 -1.41
H -1.44 4.46 -2.72
H -3.27 3.37 -3.45
H -5.17 3.89 -1.88
H -4.35 3.77 -0.57
H -4.72 2.23 -1.66

Values from the calculation:
Highest occupied orbital energy in eV: -8.385
LUMO level in eV: -1.243
Charge: 0

Which of them is most stable? Easy: model ii.

Model i:
2 unconnected molecules or ions with the total composition C15H18O, computed with ωB97M-V/def2-TZVPD.

CARTESIAN COORDINATES (ANGSTROEM)
C 2.00 3.45 2.51
C 0.69 2.85 1.99
C 1.03 1.65 1.11
C 2.01 1.67 0.14
C 2.51 0.51 -0.50
C 1.95 -0.69 -0.08
O 2.33 -1.90 -0.67
C 0.85 -0.74 0.74
C 0.51 0.41 1.47
H 2.56 3.78 1.64
H 2.63 2.74 3.07
H 1.75 4.31 3.14
H -0.02 2.42 2.70
H 0.05 3.58 1.45
H 2.35 2.66 -0.15
H 2.98 0.71 -1.45
H 3.27 -2.02 -0.52
H 0.35 -1.70 0.76
H -0.24 0.28 2.24
C -2.71 0.82 0.23
C -2.25 -0.39 -0.54
C -1.11 -0.45 -1.32
C -0.75 -1.60 -1.99
C -1.55 -2.73 -2.04
C -2.79 -2.54 -1.43
C -3.10 -1.51 -0.56
H -2.38 1.69 -0.36
H -2.24 0.84 1.23
H -3.79 0.92 0.30
H -0.41 0.40 -1.26
H 0.20 -1.51 -2.52
H -1.35 -3.56 -2.70
H -3.58 -3.26 -1.59
H -3.91 -1.54 0.16

Values from the calculation:
Highest occupied orbital energy in eV: -8.523
LUMO level in eV: 0.866
Charge: 0

Model ii:
2 unconnected molecules or ions with the total composition C15H18O, computed with ωB97M-V/def2-TZVPD.

CARTESIAN COORDINATES (ANGSTROEM)
C 4.02 -2.62 -0.39
C 3.29 -1.30 -0.10
C 1.77 -1.47 0.03
C 0.91 -0.65 -0.70
C -0.46 -0.77 -0.59
C -0.88 -1.72 0.36
O -2.24 -1.98 0.36
C -0.08 -2.47 1.21
C 1.29 -2.46 0.88
H 4.87 -2.34 -1.02
H 3.48 -3.31 -1.03
H 4.54 -2.89 0.53
H 3.69 -0.87 0.83
H 3.43 -0.61 -0.93
H 1.37 0.04 -1.39
H -1.18 -0.20 -1.14
H -2.49 -2.73 0.95
H -0.44 -3.16 1.96
H 1.92 -3.30 1.12
C -0.15 1.83 1.34
C -1.18 1.98 0.15
C -1.02 3.07 -0.67
C -2.15 3.47 -1.42
C -3.34 2.76 -1.33
C -3.50 1.80 -0.31
C -2.39 1.31 0.32
H 0.27 0.83 1.31
H -0.82 2.02 2.18
H 0.71 2.50 1.24
H -0.14 3.70 -0.68
H -2.03 4.35 -2.05
H -4.10 3.01 -2.07
H -4.52 1.47 -0.15
H -2.44 0.68 1.19

Values from the calculation:
Highest occupied orbital energy in eV: -8.149
LUMO level in eV: 0.835
Charge: 0

Which of them is most stable? Easy: model i.

Model i:
2 unconnected molecules or ions with the total composition C15H18O, computed with ωB97M-V/def2-TZVPD.

CARTESIAN COORDINATES (ANGSTROEM)
C 0.38 0.41 -3.17
C 1.45 1.34 -2.53
C 1.10 1.77 -1.13
C 2.09 1.72 -0.15
C 1.82 2.13 1.15
C 0.55 2.59 1.50
O 0.27 3.05 2.76
C -0.34 2.81 0.46
C -0.09 2.42 -0.85
H -0.28 1.12 -3.68
H -0.31 0.03 -2.42
H 0.83 -0.32 -3.82
H 2.34 0.71 -2.46
H 1.83 2.09 -3.24
H 3.07 1.28 -0.25
H 2.53 1.84 1.92
H 0.63 2.44 3.42
H -1.30 3.15 0.85
H -0.85 2.67 -1.57
C -0.39 -3.32 -0.97
C -0.77 -2.54 0.27
C -1.53 -1.38 0.19
C -1.87 -0.67 1.32
C -1.60 -1.19 2.58
C -1.00 -2.44 2.69
C -0.56 -3.08 1.54
H 0.65 -3.50 -0.93
H -0.55 -2.69 -1.84
H -0.99 -4.22 -1.08
H -1.80 -0.97 -0.78
H -2.42 0.27 1.30
H -1.91 -0.66 3.48
H -0.94 -2.83 3.70
H -0.04 -4.00 1.74

Values from the calculation:
Highest occupied orbital energy in eV: -8.552
LUMO level in eV: 0.790
Charge: 0

Model ii:
2 unconnected molecules or ions with the total composition C15H18O, computed with ωB97M-V/def2-TZVPD.

CARTESIAN COORDINATES (ANGSTROEM)
C 2.46 1.56 2.80
C 1.09 2.22 2.72
C 0.53 2.14 1.34
C -0.38 1.07 1.21
C -1.27 1.16 0.18
C -1.08 1.96 -0.94
O -1.98 1.93 -1.93
C 0.04 2.84 -0.95
C 0.83 2.91 0.21
H 2.56 0.49 2.64
H 2.87 1.71 3.82
H 3.09 2.14 2.17
H 0.52 1.82 3.38
H 1.15 3.29 3.15
H -0.48 0.21 1.88
H -2.05 0.52 0.27
H -2.91 1.43 -1.76
H -0.07 3.61 -1.70
H 1.68 3.54 0.13
C 2.26 -3.01 -0.61
C 0.78 -2.91 -0.73
C 0.05 -2.74 0.44
C -1.25 -2.25 0.39
C -1.94 -2.26 -0.82
C -1.16 -2.23 -2.02
C 0.18 -2.58 -2.03
H 2.80 -2.97 -1.55
H 2.48 -4.13 -0.36
H 2.84 -2.32 0.24
H 0.37 -3.10 1.51
H -1.90 -2.27 1.35
H -2.98 -2.17 -0.71
H -1.58 -1.77 -2.97
H 0.59 -2.67 -3.02

Values from the calculation:
Highest occupied orbital energy in eV: -7.887
LUMO level in eV: 0.666
Charge: 0

Which of them is most stable? Easy: model i.

Model i:
A gas-phase ion, C2H6N2P (charge +1), computed with ωB97M-V/def2-TZVPD.

CARTESIAN COORDINATES (ANGSTROEM)
C -0.20 0.77 -0.09
C -1.35 -1.32 0.11
N 1.11 0.61 0.03
N -1.29 -0.04 -0.27
P 2.34 -0.48 -0.13
H -0.54 1.85 -0.35
H -2.05 -2.11 -0.10
H -0.31 -1.60 0.34
H 1.23 1.37 0.65
H -2.16 0.38 -0.45
H 3.23 0.57 0.27

Values from the calculation:
Highest occupied orbital energy (alpha / beta) in eV: -12.988 / -12.635
LUMO level (alpha / beta) in eV: -5.628 / -5.526
Charge: +1

Model ii:
A gas-phase ion, C2H6N2P (charge +1), computed with ωB97M-V/def2-TZVPD.

CARTESIAN COORDINATES (ANGSTROEM)
H 3.18 -0.36 -0.57
P 1.92 0.31 0.03
N 1.11 -1.03 0.01
C -0.40 -1.03 0.23
N -0.95 0.16 -0.39
C -0.65 1.33 0.14
H -0.53 -1.99 -0.41
H -1.01 -1.23 1.14
H -1.57 -0.05 -1.12
H -0.09 1.56 1.07
H -1.01 2.33 -0.13

Values from the calculation:
Highest occupied orbital energy in eV: -13.876
LUMO level in eV: -5.978
Charge: +1

Which of them is most stable? Easy: model i.

Model i:
A molecular structure, C20H31N3O2S, computed with ωB97M-V/def2-TZVPD.

CARTESIAN COORDINATES (ANGSTROEM)
C -2.04 -4.32 2.51
C -0.62 -3.75 2.50
C -0.51 -2.41 1.77
C -0.97 -2.52 0.30
N -0.46 -1.47 -0.58
C 0.18 -1.91 -1.81
C -0.73 -0.17 -0.26
O -1.30 0.11 0.78
C -0.22 0.91 -1.21
C -0.66 2.32 -0.80
C 0.35 3.38 -1.26
C -0.05 4.77 -0.76
C -1.46 5.15 -1.18
C -2.46 4.07 -0.76
C -2.05 2.71 -1.30
C -3.12 1.70 -1.56
C -2.47 2.42 -2.71
N 0.82 -1.83 1.90
C 1.88 -2.21 1.16
O 1.90 -3.21 0.45
C 3.06 -1.28 1.22
C 2.96 0.09 1.30
S 4.51 0.75 1.27
N 5.29 -0.69 1.16
C 4.43 -1.68 1.13
C 4.91 -3.09 1.03
H -2.09 -5.21 3.13
H -2.75 -3.59 2.90
H -2.38 -4.60 1.51
H -0.29 -3.60 3.52
H 0.07 -4.46 2.04
H -1.17 -1.69 2.25
H -0.62 -3.46 -0.12
H -2.06 -2.51 0.31
H 0.65 -1.08 -2.32
H 0.94 -2.66 -1.57
H -0.55 -2.36 -2.49
H 0.88 0.87 -1.20
H -0.51 0.69 -2.23
H -0.70 2.33 0.29
H 1.35 3.12 -0.90
H 0.39 3.39 -2.35
H 0.02 4.77 0.34
H 0.67 5.51 -1.12
H -1.74 6.11 -0.75
H -1.50 5.26 -2.27
H -2.53 4.02 0.33
H -3.46 4.32 -1.13
H -2.90 0.66 -1.41
H -4.13 1.98 -1.30
H -3.04 3.18 -3.23
H -1.81 1.85 -3.36
H 0.92 -1.04 2.50
H 2.07 0.69 1.35
H 4.12 -3.80 1.27
H 5.24 -3.29 0.01
H 5.76 -3.23 1.69

Values from the calculation:
Highest occupied orbital energy in eV: -9.299
LUMO level in eV: 0.603
Charge: 0

Model ii:
A molecular structure, C20H31N3O2S, computed with ωB97M-V/def2-TZVPD.

CARTESIAN COORDINATES (ANGSTROEM)
C -0.10 0.53 1.61
C -0.29 0.58 0.10
C 0.10 -0.72 -0.62
C 1.63 -0.83 -0.68
N 2.16 -2.19 -0.62
C 2.95 -2.73 -1.72
C 1.98 -2.87 0.55
O 1.39 -2.35 1.49
C 2.51 -4.29 0.61
C 2.24 -4.98 1.93
C 2.08 -6.50 1.75
C 1.69 -7.18 3.06
C 2.68 -6.86 4.18
C 2.87 -5.36 4.34
C 3.28 -4.73 3.02
C 4.09 -3.48 3.06
C 4.75 -4.79 2.70
N -0.58 -0.72 -1.92
C -0.14 -1.11 -3.14
O 0.97 -1.54 -3.39
C -1.16 -0.98 -4.23
C -2.50 -1.23 -4.10
S -3.25 -1.04 -5.61
N -1.87 -0.64 -6.40
C -0.85 -0.65 -5.58
C 0.52 -0.33 -6.10
H -0.42 1.47 2.06
H -0.69 -0.27 2.05
H 0.94 0.35 1.89
H -1.35 0.79 -0.11
H 0.27 1.41 -0.34
H -0.27 -1.56 -0.03
H 2.01 -0.35 -1.57
H 2.02 -0.30 0.19
H 3.88 -3.17 -1.35
H 2.41 -3.47 -2.30
H 3.21 -1.92 -2.40
H 2.04 -4.85 -0.21
H 3.58 -4.29 0.37
H 1.29 -4.59 2.31
H 1.33 -6.70 0.99
H 3.03 -6.92 1.39
H 0.70 -6.82 3.36
H 1.60 -8.26 2.92
H 2.35 -7.31 5.12
H 3.65 -7.32 3.93
H 1.93 -4.90 4.68
H 3.62 -5.14 5.10
H 3.96 -2.75 2.28
H 4.31 -3.05 4.03
H 5.40 -5.26 3.42
H 5.06 -4.93 1.67
H -1.49 -0.31 -1.91
H -3.04 -1.54 -3.22
H 1.09 0.24 -5.38
H 1.08 -1.26 -6.28
H 0.43 0.22 -7.04

Values from the calculation:
Highest occupied orbital energy in eV: -9.095
LUMO level in eV: 0.561
Charge: 0

Which of them is most stable? Easy: model i.

Model i:
A single C3H4N4 molecule, computed with ωB97M-V/def2-TZVPD.

CARTESIAN COORDINATES (ANGSTROEM)
C 0.06 1.22 0.15
C -1.37 0.99 0.02
C 1.34 -0.86 -0.33
N 0.99 0.47 -0.17
N 1.62 -1.82 0.41
N -2.22 -1.24 -0.17
N -1.78 -0.21 -0.01
H 0.22 2.31 0.15
H -1.92 1.89 -0.14
H 1.64 -1.03 -1.36
H 1.41 -1.71 1.47

Values from the calculation:
Highest occupied orbital energy in eV: -8.999
LUMO level in eV: 0.018
Charge: 0

Model ii:
A single C3H4N4 molecule, computed with ωB97M-V/def2-TZVPD.

CARTESIAN COORDINATES (ANGSTROEM)
C 0.47 -0.65 -0.15
C -0.59 -1.53 -0.08
C -1.13 1.59 -0.30
N 1.49 1.17 0.30
N 1.80 -0.88 -0.25
N 2.40 0.22 0.06
N 0.33 0.70 0.13
H -1.60 -1.16 0.08
H -0.24 -2.54 0.00
H -1.05 2.34 0.53
H -1.89 0.74 -0.32

Values from the calculation:
Highest occupied orbital energy (alpha / beta) in eV: -8.377 / -10.653
LUMO level (alpha / beta) in eV: -2.158 / -1.293
Charge: 0

Model iii:
A molecular structure, C3H4N4, computed with ωB97M-V/def2-TZVPD.

CARTESIAN COORDINATES (ANGSTROEM)
C 1.49 0.84 0.08
C 1.62 -0.76 0.00
C 0.14 0.66 -0.12
H 1.60 1.48 1.08
H 2.37 1.19 -0.58
H 1.80 -1.31 0.96
H 1.89 -1.28 -1.08
N 0.23 -0.61 -0.12
N -1.11 -1.10 0.19
N -1.80 -0.06 -0.08
N -1.20 1.13 -0.01

Values from the calculation:
Highest occupied orbital energy in eV: -9.738
LUMO level in eV: 0.636
Charge: 0

Which of them is most stable? Easy: model i.

Model i:
A single C3H4N4 molecule, computed with ωB97M-V/def2-TZVPD.

CARTESIAN COORDINATES (ANGSTROEM)
H 1.80 -1.64 -0.12
N 2.64 -1.09 -0.03
C 2.35 0.15 0.07
N 1.08 0.77 -0.05
N 0.04 0.04 0.01
C -1.14 0.60 0.02
C -2.34 -0.21 -0.06
N -3.46 -0.57 0.05
H 3.17 0.84 0.24
H 0.97 1.85 -0.11
H -1.17 1.68 -0.07

Values from the calculation:
Highest occupied orbital energy in eV: -9.493
LUMO level in eV: -0.345
Charge: 0

Model ii:
A single C3H4N4 molecule, computed with ωB97M-V/def2-TZVPD.

CARTESIAN COORDINATES (ANGSTROEM)
N 1.89 -0.13 -0.69
C 0.56 -0.05 -0.34
C 0.07 0.87 0.61
N -1.18 0.81 1.00
C -1.93 -0.13 0.40
N -1.54 -0.91 -0.60
N -0.27 -0.87 -0.98
H 2.54 -0.03 0.08
H 2.09 -0.93 -1.27
H 0.71 1.63 1.05
H -2.94 -0.26 0.74

Values from the calculation:
Highest occupied orbital energy in eV: -9.413
LUMO level in eV: 0.141
Charge: 0

Which of them is most stable? Easy: model ii.

Model i:
A single C3H4N4 molecule, computed with ωB97M-V/def2-TZVPD.

CARTESIAN COORDINATES (ANGSTROEM)
N -0.94 1.33 -1.82
C -0.16 0.45 -1.21
C -0.56 0.47 0.21
N -0.13 -0.18 1.23
C 0.77 -1.11 1.57
N 1.66 -1.74 0.82
N 2.46 -2.33 0.27
H -1.66 1.88 -1.34
H -0.87 1.50 -2.82
H -1.38 1.16 0.49
H 0.81 -1.42 2.61

Values from the calculation:
Highest occupied orbital energy in eV: -8.258
LUMO level in eV: -0.112
Charge: 0

Model ii:
A single C3H4N4 molecule, computed with ωB97M-V/def2-TZVPD.

CARTESIAN COORDINATES (ANGSTROEM)
N 1.86 -0.13 -0.74
C 0.56 -0.17 -0.31
C 0.09 0.79 0.61
N -1.19 0.91 0.84
C -1.96 -0.06 0.31
N -1.55 -1.06 -0.43
N -0.27 -1.09 -0.80
H 2.52 0.34 -0.14
H 2.20 -0.95 -1.22
H 0.72 1.44 1.22
H -2.98 -0.01 0.67

Values from the calculation:
Highest occupied orbital energy in eV: -9.301
LUMO level in eV: 0.175
Charge: 0

Model iii:
A single C3H4N4 molecule, computed with ωB97M-V/def2-TZVPD.

CARTESIAN COORDINATES (ANGSTROEM)
N 2.02 1.16 2.24
C 1.12 1.04 1.56
N 0.17 0.78 0.69
C -0.40 -0.56 0.44
C -0.59 -0.58 -1.13
N 0.01 0.67 -1.62
N 0.41 1.39 -0.79
H -1.36 -0.48 0.99
H 0.23 -1.43 0.57
H -0.05 -1.34 -1.64
H -1.57 -0.66 -1.31

Values from the calculation:
Highest occupied orbital energy in eV: -9.734
LUMO level in eV: 0.646
Charge: 0

Model iv:
3 unconnected molecules or ions with the total composition C3H4N4, computed with ωB97M-V/def2-TZVPD.

CARTESIAN COORDINATES (ANGSTROEM)
N -0.39 0.50 0.13
C 0.77 0.23 0.60
C -0.80 -1.84 -1.09
N -0.46 -1.61 0.09
N 1.91 0.15 0.87
C -0.20 2.67 0.44
N -0.37 3.80 0.26
H -1.15 0.58 0.79
H 2.60 -0.51 1.16
H -1.02 -2.88 -1.37
H -0.89 -1.09 -1.88

Values from the calculation:
Highest occupied orbital energy (alpha / beta) in eV: -9.326 / -9.243
LUMO level (alpha / beta) in eV: -0.557 / -1.598
Charge: 0

Which of them is most stable? Easy: model ii.